Molecular formula: C5H7N
Method: DFT, ωB97M-V/def2-TZVPD

Geometry (Å):
N -0.0520 0.3783 0.2115
C 0.5401 -1.7970 0.3903
C -0.8445 -0.3012 -0.6743
C 0.7723 -0.4895 0.8633
C -0.5696 -1.6229 -0.5041
C 0.0584 1.8206 0.2407
H -0.8575 2.2661 -0.1542
H 0.9539 -2.1783 -0.6195
H -1.0568 -2.4930 -0.9121
H 0.9066 2.1391 -0.3764
H -1.4310 0.2111 -1.4183
H 0.2136 2.1548 1.2663
H 1.3664 -0.0880 1.6869

Cartesian forces (eV/Å) of the 6 atoms listed first:
0.0 -0.1 0.1
-0.2 0.2 -0.8
-0.4 0.1 0.0
0.1 0.2 -0.5
-1.0 0.3 -0.1
0.0 0.2 0.1

## Properties
LUMO ... 0.88 eV
Energy relative to the best compared isomer or geometry (same formula, charge and spin) ... 72.3 kcal/mol
Orbital gap ... 0.32479 Ha
Max |F| ... 2.7 eV/A
SMILES ... Cn1cccc1

=====

Molecular formula: FH
Method: DFT, ωB97M-V/def2-TZVPD

Geometry (Å):
F -0.3440 0.2054 0.2121
H 0.3440 -0.2054 -0.2121

Cartesian forces, eV/Å:
-0.8 0.5 0.5
0.8 -0.5 -0.5

## Properties
LUMO ... 1.41 eV
Energy relative to the best compared isomer or geometry (same formula, charge and spin) ... 0.2 kcal/mol
Orbital gap ... 0.58383 Ha
Max |F| ... 1.1 eV/A
SMILES ... F

=====

Molecular formula: C4H14N
Method: DFT, ωB97M-V/def2-TZVPD

Geometry (Å):
N -0.3400 -1.7931 0.8925
C -0.4081 0.7735 -1.0085
C -0.4889 1.2272 -2.5612
C 0.6059 0.4114 1.7712
C 0.9229 -0.9912 1.1812
H -0.8264 0.3946 -3.1317
H 0.5151 1.6608 -2.9329
H 1.5233 -0.8671 0.2392
H 1.3777 -1.5533 1.9877
H 0.4323 0.0754 -0.8885
H 0.9602 1.3638 1.4407
H -0.3090 1.7389 -0.4025
H 1.0218 0.4744 2.7844
H -0.0261 -2.6650 0.5720
H -0.5147 0.3704 1.9689
H -0.8611 -1.2151 0.1507
H -0.8803 -1.9172 1.7216
H -1.5466 0.4200 -0.9534
H -1.1580 2.0916 -2.8314

Cartesian forces (eV/Å) of the 6 atoms listed first:
0.3 3.4 -1.6
-2.9 2.6 -2.3
1.8 1.9 0.5
-1.9 -1.4 2.4
0.8 1.5 0.1
0.1 -0.6 -0.7

## Properties
LUMO ... -3.51 eV
Energy relative to the best compared isomer or geometry (same formula, charge and spin) ... 44.3 kcal/mol
Orbital gap ... 0.42124 Ha
Max |F| ... 4.5 eV/A
Total charge ... +1

=====

Molecular formula: C2H6O
Method: DFT, ωB97M-V/def2-TZVPD

Geometry (Å):
O 1.1860 -1.0242 0.5361
C 0.4963 0.1513 0.2177
C -0.9693 0.0064 -0.0325
H 0.7981 1.0139 0.8105
H -1.1607 -0.8478 -0.6897
H 0.9980 0.4604 -0.9046
H -1.3358 0.9295 -0.4890
H -1.4841 -0.1652 0.9146
H 1.4665 -0.5235 -0.4083

Cartesian forces (eV/Å) of the 6 atoms listed first:
1.1 0.7 -2.2
-0.5 2.4 -2.0
-0.3 0.1 0.1
-0.3 0.1 0.4
0.0 0.2 0.1
-1.5 0.7 1.5

## Properties
LUMO ... 0.90 eV
Energy relative to the best compared isomer or geometry (same formula, charge and spin) ... 61.4 kcal/mol
Orbital gap ... 0.40560 Ha
Max |F| ... 4.8 eV/A

=====

Molecular formula: C8H16BBrF6NO10PtS2
Method: DFT, ωB97M-V/def2-TZVPD

Geometry (Å):
Pt -0.5076 0.9647 0.1366
Br -0.9456 3.4603 -0.1676
S 2.0588 -1.1023 -0.8524
S 1.6832 0.8010 -2.3197
F -1.9009 0.6329 1.7989
F -3.0709 -1.1137 0.7971
F -2.0094 -1.4176 2.8062
F 1.6566 -1.5217 0.6305
F 0.3890 1.5297 -2.8980
F -0.8164 -1.1436 0.8372
O -1.8869 0.1231 -1.5083
O 2.6331 1.8721 -2.1263
O 2.9493 2.0539 2.5588
O 1.1217 1.1265 1.6699
O 1.5840 -2.2461 -1.5808
O -2.2231 -1.2982 -3.2053
O -3.3866 0.4877 -3.1066
O 3.4298 -0.7914 -0.7167
O 1.9426 -0.0841 -3.4387
O 1.7041 0.8268 3.8165
N 1.0472 0.2448 -1.0192
C -2.4381 -0.2021 -2.5138
C 0.6186 -0.2132 5.6850
C -1.0940 -2.0927 -2.8360
C -3.4219 1.8827 -2.8504
C 3.5440 2.1988 1.2738
C -1.1482 -3.3634 -3.6605
C 0.5160 0.1723 4.2253
C 1.8472 1.3207 2.6175
B -1.9626 -0.7835 1.5789
H -1.1293 -2.3800 -1.7861
H -0.2992 -3.9717 -3.3315
H -1.1219 -3.2388 -4.7376
H 3.7972 1.2066 0.8960
H -0.1477 -1.5949 -3.0490
H -3.6843 1.9938 -1.7943
H -4.2226 2.3650 -3.4094
H -2.5145 2.4393 -3.0805
H -1.9829 -3.9556 -3.2736
H 2.9298 2.7218 0.5417
H -0.3283 -0.4140 6.1806
H 4.4789 2.7459 1.3741
H -0.3083 0.8883 4.1356
H 1.2925 -1.0567 5.8548
H 1.0793 0.5840 6.2767
H 0.2483 -0.6574 3.5704

Cartesian forces (eV/Å) of the 6 atoms listed first:
-0.2 1.6 -0.6
0.2 -0.4 0.0
-2.4 -2.8 2.5
0.5 4.5 -5.1
-0.7 0.1 0.6
0.1 0.3 0.3

## Properties
LUMO (spin up / spin down) ... 2.67 / 2.02 eV
Energy relative to the best compared isomer or geometry (same formula, charge and spin) ... 14.7 kcal/mol
Spin multiplicity ... 3
Orbital gap (spin up / spin down) ... 0.31132 / 0.29720 Ha
⟨S²⟩ ... 2.00
Max |F| ... 6.8 eV/A
Total charge ... -1

=====

Molecular formula: C19H43N2OP3SeV
Method: DFT, ωB97M-V/def2-TZVPD

Geometry (Å):
Se -0.2828 -2.1697 0.0896
V 0.8589 0.4468 0.4680
P -0.0371 2.6420 0.6758
P 2.7720 0.0701 1.4695
P 1.3986 0.5905 -1.6769
O -3.1895 1.1038 -2.2492
N -4.5292 -0.7419 -2.4720
N -5.4544 1.3609 -2.6115
C 0.0451 -5.1646 3.1671
C 2.2499 -0.1220 3.2251
C 1.6301 -0.9548 -2.5820
C 0.9098 -6.1356 2.6303
C 3.7620 -1.4114 1.1247
C -2.0966 -0.8037 0.6395
C 1.0933 -4.7700 0.6057
C 0.2250 -3.8028 1.1605
C -4.3112 0.6295 -2.4395
C 2.9334 1.4927 -2.0670
C -0.3037 -4.0021 2.4480
C 0.9379 3.9699 -0.1620
C -5.5002 2.8157 -2.7003
C -0.2835 3.4256 2.3102
C 1.4321 -5.9251 1.3511
C -1.7226 2.7804 0.0132
C -2.3088 -2.2398 0.4069
C 0.1513 1.4337 -2.6929
C 4.0887 1.3383 1.5193
H 3.6553 2.2920 1.8461
H -4.5204 3.2357 -2.4804
H 3.8048 1.0311 -1.5797
H 4.5296 -1.5204 1.9006
H 2.0815 -6.6722 0.9085
H 2.5493 -1.4588 -2.2631
H -2.5054 -2.8806 1.2494
H 2.0021 3.8672 0.1274
H -0.8730 1.0824 -2.4973
H 4.2604 -1.3074 0.1528
H 1.4497 -4.6378 -0.4157
H 1.6060 -1.0066 3.3521
H -1.8898 3.8060 -0.3338
H -3.6881 -1.2702 -2.6640
H 4.5054 1.4909 0.5137
H -2.4399 2.5743 0.8206
H 1.6673 0.7587 3.5392
H 0.5863 3.2466 2.9653
H -2.4450 -0.1132 -0.1238
H -0.3737 -5.3209 4.1757
H -0.3971 4.5154 2.1406
H 1.7501 1.7430 0.4221
H -5.3587 -1.0782 -2.9492
H 0.7953 -1.6443 -2.4102
H -1.0069 -3.2551 2.8500
H 0.1806 2.5187 -2.5326
H -1.9572 2.0924 -0.8164
H 0.8592 3.8978 -1.2567
H 1.1607 -7.0334 3.2078
H -6.3049 0.8254 -2.7283
H 4.8749 1.0121 2.2173
H -2.6888 -2.5688 -0.5750
H 3.1451 -0.2170 3.8406
H 0.5536 4.9361 0.2009
H 2.8562 2.5401 -1.7457
H -1.9237 -0.3686 1.6389
H 1.6685 -0.6680 -3.6418
H -6.2321 3.2146 -1.9913
H 0.4108 1.2089 -3.7361
H -5.8183 3.1317 -3.7017
H 3.0423 1.4229 -3.1565
H -1.1949 3.0452 2.8057
H 3.1546 -2.3244 1.0729

Cartesian forces (eV/Å) of the 6 atoms listed first:
0.0 -0.7 0.1
-3.5 -0.1 1.1
0.3 1.0 0.2
3.6 -0.4 1.5
1.2 0.6 -2.1
-2.0 0.0 -0.2

## Properties
LUMO (spin up / spin down) ... -13.74 / -15.89 eV
Energy relative to the best compared isomer or geometry (same formula, charge and spin) ... 25.7 kcal/mol
Spin multiplicity ... 2
Orbital gap (spin up / spin down) ... 0.20000 / 0.11910 Ha
⟨S²⟩ ... 0.76
Max |F| ... 4.2 eV/A
Total charge ... +4